(1)
# C38H38NO7S

A 3-piece molecular cluster, C38H38NO7S overall at a distorted geometry (ωB97M-V with the def2-TZVPD basis set, OMol25).

Results
HOMO: -11.1 eV
DFT total energy: -2450.22569 a.u.
Gap between HOMO and LUMO: 8.3 eV
Charge: +1

Each line ends with the Mulliken charge.
CARTESIAN COORDINATES (ANGSTROEM)
C -3.1264 4.4083 1.4403  -0.97
C -3.2010 5.4458 2.5665  -0.60
C -2.0204 5.3047 3.5426  -0.51
O -0.8928 4.7754 2.8222  -0.24
C 0.2858 4.8984 3.4695  -0.70
S 0.2519 4.1022 5.1599  0.06
C 2.0236 4.0243 5.6183  -0.49
N 2.4114 5.3075 6.2284  -0.58
C -0.4633 2.4589 4.8843  -0.41
C 0.5377 1.3510 4.6244  -0.86
O 1.1244 1.4432 3.3346  -0.33
C 0.3303 0.9884 2.3451  0.35
O -0.8287 0.8301 2.4378  -0.57
C 0.9851 0.7254 0.9788  0.16
C 1.0424 2.0878 0.2633  -1.29
H -2.4044 4.7068 0.7040  0.26
H -4.1074 4.3434 0.9896  0.41
H -2.8796 3.4236 1.8223  0.20
H -4.1151 5.3571 3.1328  0.33
H -3.1284 6.4242 2.1150  0.30
H -2.3393 4.5894 4.2975  0.35
H -1.7662 6.2488 4.0148  0.43
H 0.5839 5.9280 3.6511  0.60
H 1.0668 4.3857 2.9270  0.41
H 2.2261 3.2150 6.2996  0.52
H 2.6046 3.9186 4.7134  0.32
H 2.4180 5.1798 7.2341  0.30
H 1.7044 6.0048 6.0299  0.28
H -1.0746 2.2201 5.7448  0.65
H -1.1462 2.5691 4.0548  0.22
H 1.3216 1.3785 5.3677  0.61
H -0.0045 0.4199 4.7193  0.36
H 0.4107 0.0014 0.4276  0.07
H 1.9963 0.3590 1.1124  0.37
H 1.2235 1.9574 -0.7911  0.46
H 1.8030 2.7036 0.7192  0.28
H 0.0805 2.5660 0.4050  0.28
C 2.5560 -3.2593 2.8546  -0.85
C 1.5049 -2.3587 2.7106  -0.13
C 0.3879 -2.7088 1.9707  -0.54
C 0.3227 -3.9506 1.3570  -0.12
C 1.3883 -4.8423 1.4761  0.20
C 2.4982 -4.4975 2.2369  -0.60
C 1.3581 -6.1613 0.7791  0.62
O 2.2823 -6.9375 0.8876  -0.65
C 0.1712 -6.4889 -0.0578  0.26
C 0.1462 -7.6850 -0.7619  -0.60
C -0.9559 -8.0092 -1.5348  -0.48
C -2.0431 -7.1437 -1.6014  -0.55
C -2.0229 -5.9474 -0.9055  -0.55
C -0.9144 -5.6107 -0.1388  0.16
C -0.8932 -4.3094 0.5773  0.68
O -1.8368 -3.5443 0.5259  -0.71
H 3.4242 -2.9910 3.4426  0.42
H 1.5563 -1.3844 3.1821  0.33
H -0.4339 -2.0107 1.8703  0.77
H 3.3170 -5.1966 2.3392  0.50
H 0.9900 -8.3591 -0.7073  0.48
H -0.9711 -8.9397 -2.0867  0.41
H -2.9055 -7.4033 -2.2010  0.41
H -2.8657 -5.2718 -0.9593  0.50
C -2.3235 -0.9303 -2.8457  -0.77
C -1.1815 -1.6144 -2.4398  -0.19
C -0.0198 -1.5321 -3.1884  -0.75
C 0.0039 -0.7744 -4.3526  0.11
C -1.1482 -0.1065 -4.7716  0.18
C -2.3075 -0.1795 -4.0087  -0.71
C -1.1580 0.6743 -6.0410  0.66
O -2.1580 1.2596 -6.4010  -0.66
C 0.0868 0.7116 -6.8568  0.21
C 0.0843 1.3874 -8.0702  -0.56
C 1.2377 1.4417 -8.8335  -0.47
C 2.4028 0.8280 -8.3844  -0.48
C 2.4103 0.1489 -7.1783  -0.58
C 1.2522 0.0801 -6.4144  0.18
C 1.2676 -0.6817 -5.1361  0.52
O 2.2824 -1.2179 -4.7402  -0.66
H -3.2280 -0.9898 -2.2541  0.49
H -1.2032 -2.2105 -1.5357  0.69
H 0.8710 -2.0588 -2.8726  0.54
H -3.1953 0.3483 -4.3297  0.49
H -0.8210 1.8667 -8.4168  0.47
H 1.2322 1.9643 -9.7810  0.41
H 3.3048 0.8774 -8.9801  0.40
H 3.3136 -0.3327 -6.8297  0.47

(2)
# C9H12O9

A 3-piece molecular cluster, C9H12O9 overall at a distorted geometry (ωB97M-V with the def2-TZVPD basis set, OMol25).

Results
Energy above the lowest of the compared OMol25 structures with the same formula, charge and spin: 1.910 eV
HOMO: -11.0 eV
DFT total energy: -1027.25030 a.u.
Gap between HOMO and LUMO: 11.2 eV
Charge: 0

Each line ends with the Mulliken charge.
CARTESIAN COORDINATES (ANGSTROEM)
C 23.2946 28.9136 -35.0769  -0.23
C 24.1135 29.5574 -36.1668  -0.37
O 25.2923 30.0669 -35.6234  -0.31
C 25.2042 29.8519 -34.2833  0.71
O 26.1097 29.7597 -33.4826  -0.53
O 24.0250 29.3796 -33.9407  -0.33
H 23.0868 27.8483 -35.1777  0.27
H 22.3565 29.4473 -35.2293  0.25
H 23.4816 30.3688 -36.5279  0.27
H 24.2989 28.8424 -36.9683  0.29
C 31.4135 24.9560 -34.2009  -0.32
C 30.5540 25.5991 -35.2183  -0.05
O 29.3224 24.9821 -35.1715  -0.33
C 29.2712 24.1556 -34.1179  0.62
O 28.2853 23.5724 -33.7787  -0.51
O 30.5694 24.0499 -33.6150  -0.33
H 31.8033 25.6452 -33.4517  0.25
H 32.2994 24.6172 -34.7380  0.27
H 31.1156 25.5943 -36.1525  0.28
H 30.3970 26.6296 -34.8997  0.08
C 29.5327 28.4809 -37.2551  -0.17
C 28.9283 29.0126 -35.9008  -0.25
O 30.1125 29.6126 -35.4798  -0.37
C 30.7492 30.2080 -36.4848  0.71
O 31.5688 31.0651 -36.3494  -0.54
O 30.2019 29.7062 -37.6104  -0.37
H 28.7098 28.1934 -37.9096  0.32
H 30.1687 27.6109 -37.4184  0.16
H 28.5506 28.2846 -35.1828  0.32
H 28.0626 29.6673 -36.0011  0.19